Record 1
A molecular structure, C14H29F6LiN4O8S2 at a distorted geometry. Source: OMol25; level of theory: the ωB97M-V functional and the def2-TZVPD basis.

The geometry in XYZ format:
```
64
Properties=species:S:1:pos:R:3
Li -2.898 -0.437 0.527
C -1.635 -4.215 2.063
F -0.409 -4.016 2.578
F -1.743 -3.734 0.836
F -1.870 -5.574 1.999
S -2.874 -3.347 3.249
O -4.168 -3.499 2.632
O -2.584 -4.072 4.501
N -2.416 -1.626 3.138
S -2.184 -1.289 4.592
O -3.319 -1.465 5.491
O -0.816 -1.662 5.052
C -1.908 0.618 4.510
F -0.854 0.845 3.739
F -2.974 1.182 3.934
F -1.587 1.055 5.771
C -3.442 2.580 -0.984
C -1.906 2.608 -0.783
O -1.411 1.272 -0.652
O -4.088 1.933 0.117
H -3.697 2.060 -1.907
H -3.897 3.567 -0.907
H -1.783 3.137 0.162
H -1.390 3.121 -1.594
H -0.456 1.294 -0.556
H -4.668 2.503 0.626
C -6.294 -2.646 -2.001
O -5.157 -2.282 -1.732
N -6.774 -2.714 -3.232
N -7.102 -3.140 -1.126
H -6.162 -2.564 -4.021
H -7.711 -3.025 -3.445
H -7.965 -3.506 -1.503
H -6.760 -3.219 -0.180
C 5.159 -0.022 0.402
C 3.583 0.352 0.160
C 3.456 1.800 0.725
C 4.010 2.889 -0.253
C 3.643 2.723 -1.751
C 3.661 1.265 -2.317
N 3.116 0.334 -1.307
O 3.037 -0.922 -1.864
C 2.753 1.246 -3.594
C 5.095 1.016 -2.776
C 2.747 -0.525 1.021
H 5.500 -0.942 -0.075
H 5.886 0.712 0.055
H 5.483 -0.128 1.437
H 2.412 2.068 0.883
H 4.013 1.918 1.655
H 3.740 3.916 -0.008
H 5.091 2.783 -0.157
H 4.371 3.357 -2.256
H 2.690 3.234 -1.890
H 3.016 2.029 -4.305
H 1.675 1.371 -3.493
H 3.002 0.425 -4.267
H 5.954 1.541 -2.358
H 5.143 1.233 -3.843
H 5.284 -0.057 -2.737
H 1.683 -0.331 0.882
H 2.951 -1.588 0.896
H 2.790 -0.253 2.076
H 3.959 -1.188 -1.839
```

orbital gap: 0.3141 Eh
total energy: -75505.211 eV
HOMO energy: -8.90 eV

Results of the Mulliken charge analysis, in e, for atoms 1 through 2: 0.8727, 0.6460

=====

Record 2
A gas-phase ion, C14H30BClN2O8P (charge +1) at a distorted geometry. Source: OMol25; level of theory: the ωB97M-V functional and the def2-TZVPD basis.

The geometry in XYZ format:
```
57
Properties=species:S:1:pos:R:3
C 4.383 -0.572 -0.174
C 3.332 -1.012 0.837
C 2.582 -2.244 0.322
C 1.089 -2.185 0.597
O 0.563 -1.047 -0.067
C -0.778 -0.706 0.281
C -0.733 0.632 1.054
C -0.817 0.368 2.579
B 0.606 0.268 3.272
O 0.874 -0.757 4.146
O 1.577 1.192 3.044
C -1.879 1.557 0.728
N -2.162 1.724 -0.731
C -1.188 2.647 -1.411
C 0.197 2.069 -1.731
C 1.252 3.138 -1.455
O 2.500 2.646 -1.904
C -2.496 0.437 -1.423
Cl -2.456 0.696 -3.189
C -1.735 -0.840 -0.947
C -2.818 -1.846 -0.568
O -3.578 -1.310 0.518
N -4.967 -1.397 0.231
O -5.572 -0.765 0.981
P -0.917 -1.687 -2.479
O 0.488 -0.887 -2.680
O -0.590 -3.224 -1.982
H 5.192 -1.295 -0.225
H 4.825 0.382 0.097
H 3.943 -0.495 -1.162
H 3.820 -1.271 1.776
H 2.647 -0.193 1.027
H 2.685 -2.281 -0.759
H 2.942 -3.176 0.746
H 0.665 -3.125 0.234
H 0.946 -2.139 1.680
H -1.085 -1.444 1.013
H 0.202 1.142 0.863
H -1.301 1.245 3.016
H -1.453 -0.483 2.804
H 0.023 -1.078 4.482
H 2.436 0.751 3.167
H -2.792 1.209 1.203
H -1.679 2.531 1.156
H -3.040 2.246 -0.726
H -1.613 3.077 -2.303
H -1.064 3.484 -0.729
H 0.441 1.122 -1.264
H 0.243 1.900 -2.799
H 0.999 3.980 -2.099
H 1.257 3.448 -0.411
H 3.133 2.652 -1.174
H -3.546 0.274 -1.246
H -3.460 -2.042 -1.425
H -2.400 -2.795 -0.251
H 0.902 -1.155 -3.517
H -0.627 -3.365 -1.024
```

orbital gap: 0.3105 Eh
energy relative to the best compared isomer or geometry (same formula, charge and spin): 0.000 eV
total energy: -56845.858 eV
HOMO energy: -11.52 eV
net charge: +1

Results of the Mulliken charge analysis, in e, for atoms 1 through 2: -1.6388, 0.6115

=====

Record 3
A molecular structure, C14H30CeN4OSi at a distorted geometry. Source: OMol25; level of theory: the ωB97M-V functional and the def2-TZVPD basis.

The geometry in XYZ format:
```
51
Properties=species:S:1:pos:R:3
Ce -7.766 1.528 14.135
N -5.170 1.501 13.668
C -4.462 1.113 14.921
C -4.933 -0.262 15.360
N -6.400 -0.281 15.551
H -4.899 0.873 12.912
H -4.881 2.418 13.386
H -4.708 1.871 15.684
H -3.387 1.089 14.772
H -4.399 -0.590 16.248
H -4.708 -0.980 14.558
H -6.667 0.082 16.467
H -6.739 -1.224 15.456
C -6.774 5.518 14.533
C -7.190 5.046 13.153
C -7.322 5.954 12.115
C -7.752 5.503 10.861
C -8.073 4.169 10.687
C -7.936 3.275 11.765
N -7.465 3.755 12.963
N -8.192 1.931 11.812
Si -9.389 0.922 11.105
C -9.421 -0.472 12.381
C -11.035 1.828 11.129
C -9.059 0.164 9.433
H -7.590 6.086 14.981
H -5.927 6.178 14.466
H -6.534 4.679 15.187
H -7.109 6.997 12.278
H -7.860 6.192 10.059
H -8.435 3.810 9.734
H -9.758 -0.161 13.388
H -8.441 -0.957 12.481
H -10.111 -1.258 12.098
H -11.179 2.387 12.048
H -11.937 1.230 10.933
H -11.024 2.590 10.338
H -8.127 -0.405 9.449
H -8.953 0.973 8.711
H -9.878 -0.487 9.116
C -10.678 1.197 17.004
C -9.891 2.344 16.378
C -10.432 2.784 15.003
O -8.552 1.886 16.144
H -11.688 1.494 17.283
H -10.162 0.846 17.900
H -10.739 0.392 16.265
H -9.892 3.209 17.047
H -10.592 1.908 14.364
H -9.759 3.497 14.514
H -11.413 3.270 15.056
```

orbital gap (alpha / beta): 0.2961 / 0.2966 Eh
energy relative to the best compared isomer or geometry (same formula, charge and spin): 0.000 eV
2S+1: 2
expectation value of S²: 0.75
total energy: -43818.239 eV
HOMO energy (alpha / beta): -10.69 / -10.70 eV
net charge: +1

Results of the Mulliken charge analysis, in e, for atoms 1 through 2: 0.8545, -0.4570

=====

Record 4
3 unconnected molecules or ions with the total composition C14H30ClN2O5 at a distorted geometry. Source: OMol25; level of theory: the ωB97M-V functional and the def2-TZVPD basis.

The geometry in XYZ format:
```
52
Properties=species:S:1:pos:R:3
C 1.899 -0.555 -2.783
N 1.085 0.529 -3.456
C 1.908 1.385 -4.393
C 0.298 1.366 -2.469
O 0.531 1.391 -1.127
C -0.871 2.348 -3.064
N -2.254 1.741 -3.129
C -2.293 0.430 -3.881
Cl -3.677 0.494 -5.167
C -2.764 -0.724 -2.795
O -2.996 -0.362 -1.504
O -2.960 -2.154 -3.110
H 1.119 -1.361 -2.374
H 2.558 -1.151 -3.577
H 2.542 -0.180 -1.867
H 1.578 1.119 -5.504
H 1.649 2.533 -4.255
H 3.068 1.222 -4.308
H -0.949 3.266 -2.305
H -0.544 2.806 -4.090
H -2.807 2.412 -3.743
H -1.322 0.165 -4.477
C 6.093 -1.634 2.623
C 5.754 -0.382 1.831
O 4.772 -0.599 0.822
C 3.489 -1.034 1.264
C 2.798 -0.041 2.182
H 6.358 -2.456 1.953
H 6.929 -1.443 3.301
H 5.242 -1.966 3.227
H 6.658 -0.041 1.316
H 5.447 0.434 2.492
H 3.563 -2.022 1.732
H 2.878 -1.162 0.365
H 3.325 0.055 3.136
H 1.775 -0.365 2.396
H 2.767 0.953 1.725
C -3.094 -1.341 1.699
C -4.326 -1.594 2.551
O -4.221 -1.065 3.870
C -4.063 0.347 3.978
C -5.230 1.131 3.405
H -2.190 -1.680 2.214
H -3.176 -1.865 0.743
H -2.969 -0.275 1.487
H -4.457 -2.677 2.662
H -5.231 -1.221 2.061
H -3.115 0.660 3.527
H -3.985 0.569 5.048
H -5.296 1.013 2.319
H -5.117 2.198 3.618
H -6.178 0.783 3.830
```

orbital gap: 0.2440 Eh
energy relative to the best compared isomer or geometry (same formula, charge and spin): 0.000 eV
total energy: -40740.120 eV
HOMO energy: -4.05 eV
net charge: -1

Results of the Mulliken charge analysis, in e, for atoms 1 through 2: -0.9610, 0.2150